Entry 1:
{
  "formula": "C8H16N2OS",
  "method": "ωB97M-V/def2-TZVPD",
  "species": ["C", "C", "C", "C", "C", "C", "C", "C", "N", "N", "O", "S", "H", "H", "H", "H", "H", "H", "H", "H", "H", "H", "H", "H", "H", "H", "H", "H"],
  "coordinates": [[3.08, 1.66, -0.04], [2.74, 1.55, -1.36], [3.12, 0.26, 0.48], [2.59, 0.12, -1.61], [-2.52, -2.01, 0.87], [-2.43, -0.18, -0.85], [-0.23, -1.32, -0.04], [-1.62, -0.92, 0.29], [-0.60, 2.09, 0.24], [2.77, -0.60, -0.56], [-2.72, 0.75, 1.93], [-1.36, 0.23, 1.68], [3.06, 2.52, 0.60], [2.68, 2.39, -2.05], [4.09, -0.02, 0.98], [2.25, 0.17, 1.37], [-1.59, 2.33, 0.08], [2.11, -0.20, -2.53], [-2.08, -2.79, 1.73], [-3.29, -1.45, 1.34], [-2.91, -2.71, 0.06], [-1.72, 0.46, -1.43], [-3.24, 0.38, -0.48], [-2.63, -1.04, -1.61], [0.08, -2.16, -0.77], [0.36, -0.46, -0.20], [0.27, -1.68, 0.82], [-0.25, 2.61, 1.06]],
  "lowdin_charge": [-0.081, -0.068, -0.284, -0.170, -0.129, -0.074, -0.159, -0.787, 0.035, 0.008, -0.509, 0.925, 0.093, 0.097, 0.135, 0.180, -0.014, 0.108, 0.143, 0.034, 0.098, 0.072, 0.048, 0.117, 0.133, 0.004, 0.052, -0.009],
  "total_energy_ha": -897.14090,
  "e_above_lowest_kcal_mol": 0.00,
  "lumo_energy_ev": [0.53, -1.79],
  "total_charge": 0,
  "homo_lumo_gap_ev": [8.203, 7.711],
  "spin_multiplicity": 3,
  "homo_energy_ha": [-0.282, -0.349]
}

Entry 2:
{
  "formula": "C5H8N2O",
  "method": "ωB97M-V/def2-TZVPD",
  "species": ["C", "C", "C", "C", "C", "H", "H", "H", "H", "H", "H", "H", "H", "N", "N", "O"],
  "coordinates": [[-0.78, 1.51, -0.51], [1.38, -0.78, -0.18], [0.45, -1.03, 1.06], [-1.10, -1.21, 0.70], [-0.83, 0.21, 0.25], [-0.80, 2.48, -0.07], [-1.38, 1.52, -1.41], [0.87, 1.71, -1.87], [2.15, -1.48, -0.33], [0.85, -1.69, 1.82], [-1.27, -1.86, -0.14], [-1.68, -1.25, 1.58], [-0.25, -0.31, -0.57], [0.77, 1.47, -0.86], [1.53, 0.38, -0.79], [0.11, 0.33, 1.31]],
  "lowdin_charge": [-0.047, -0.087, -0.214, -0.012, -0.328, 0.094, 0.103, 0.127, 0.078, 0.136, 0.108, 0.091, 0.095, -0.051, -0.032, -0.062],
  "total_energy_ha": -379.82298,
  "e_above_lowest_kcal_mol": 166.42,
  "lumo_energy_ev": 0.89,
  "total_charge": 0,
  "homo_lumo_gap_ev": 9.443,
  "homo_energy_ha": -0.314
}

Entry 3:
{
  "formula": "C4H11NO2",
  "method": "ωB97M-V/def2-TZVPD",
  "species": ["C", "C", "C", "N", "C", "O", "H", "H", "H", "H", "H", "H", "H", "H", "H", "O", "H", "H"],
  "coordinates": [[-1.20, -0.45, -1.51], [-1.70, 0.11, -0.12], [-0.73, 1.07, 0.62], [0.62, 0.61, 0.84], [1.34, 0.75, 2.01], [0.93, 1.54, 2.88], [-1.79, -1.09, -2.16], [-0.20, -1.03, -1.36], [-0.88, 0.43, -2.16], [-1.85, -0.75, 0.44], [-2.60, 0.68, -0.24], [-1.20, 1.25, 1.61], [-0.72, 2.02, 0.26], [0.95, -0.22, 0.24], [2.30, 0.25, 2.10], [1.89, -1.58, -1.03], [2.52, -1.17, -1.70], [2.32, -2.42, -0.71]],
  "lowdin_charge": [-0.108, -0.206, -0.207, 0.010, -0.324, -0.030, 0.051, 0.054, 0.083, 0.074, 0.099, 0.127, 0.084, 0.110, 0.118, -0.104, 0.090, 0.078],
  "smiles": "CCCNC=O.O",
  "total_energy_ha": -364.22108,
  "e_above_lowest_kcal_mol": 29.55,
  "lumo_energy_ev": 0.26,
  "total_charge": 0,
  "homo_lumo_gap_ev": 9.526,
  "homo_energy_ha": -0.340
}

Entry 4:
{
  "formula": "C4H7N3",
  "method": "ωB97M-V/def2-TZVPD",
  "species": ["C", "N", "C", "C", "C", "N", "N", "H", "H", "H", "H", "H", "H", "H"],
  "coordinates": [[-1.84, -0.48, -0.03], [-1.64, 0.85, 0.12], [-0.16, 1.22, 0.00], [0.76, 0.41, -0.59], [1.70, -0.25, 0.40], [0.58, -1.01, -0.36], [-0.82, -1.34, 0.06], [-2.81, -0.87, -0.01], [-0.24, 2.33, -0.42], [0.09, 1.28, 1.09], [1.09, 0.63, -1.71], [1.72, -0.28, 1.64], [2.70, -0.39, 0.09], [-1.14, -2.10, -0.28]],
  "lowdin_charge": [-0.208, 0.025, -0.276, -0.375, -0.043, 0.005, 0.061, 0.099, 0.153, 0.111, 0.181, 0.174, 0.062, 0.030],
  "smiles": "C1=NC[C@H]2CN2N1",
  "total_energy_ha": -320.68500,
  "e_above_lowest_kcal_mol": 124.44,
  "lumo_energy_ev": 1.07,
  "total_charge": 0,
  "homo_lumo_gap_ev": 9.543,
  "homo_energy_ha": -0.311
}

Entry 5:
{
  "formula": "C2H16O5S",
  "method": "ωB97M-V/def2-TZVPD",
  "species": ["C", "C", "S", "H", "H", "H", "H", "H", "H", "O", "H", "H", "O", "H", "H", "O", "H", "H", "O", "H", "H", "O", "H", "H"],
  "coordinates": [[0.56, -2.33, -0.08], [-0.40, -1.72, -1.09], [0.28, -1.87, -2.79], [1.54, -1.92, -0.13], [0.85, -3.37, -0.32], [0.02, -2.32, 0.87], [-1.36, -2.23, -1.06], [-0.49, -0.66, -0.87], [1.20, -0.89, -2.61], [-3.05, 0.88, 0.80], [-3.52, 0.39, 0.09], [-3.01, 1.81, 0.56], [1.57, -0.13, 1.95], [2.15, 0.06, 2.70], [0.70, 0.31, 2.07], [-0.93, 3.39, -1.20], [-1.32, 3.64, -2.05], [-0.02, 3.24, -1.41], [-0.76, 1.25, 2.50], [-0.77, 1.93, 1.84], [-1.57, 0.76, 2.46], [2.80, 0.11, -1.14], [2.11, 0.13, -0.45], [3.41, -0.46, -0.64]],
  "lowdin_charge": [-0.204, -0.606, 0.667, 0.026, 0.071, 0.072, 0.057, 0.054, -0.164, -0.061, 0.065, 0.037, -0.085, 0.050, -0.003, -0.056, 0.051, 0.018, -0.028, 0.046, 0.025, -0.091, 0.004, 0.056],
  "smiles": "CCS.O.O.O.O.O",
  "total_energy_ha": -860.16192,
  "e_above_lowest_kcal_mol": 18.17,
  "lumo_energy_ev": 0.21,
  "total_charge": 0,
  "homo_lumo_gap_ev": 8.781,
  "homo_energy_ha": -0.315
}

Entry 6:
{
  "formula": "C4H8N2O",
  "method": "ωB97M-V/def2-TZVPD",
  "species": ["C", "C", "C", "N", "C", "N", "O", "H", "H", "H", "H", "H", "H", "H", "H"],
  "coordinates": [[-0.61, -0.67, -0.49], [-1.54, 0.14, -1.31], [0.78, -0.50, -0.49], [-0.20, 0.58, 1.46], [1.10, -0.13, 1.23], [1.66, -0.27, -1.36], [2.17, 0.46, 1.51], [-1.02, -1.53, 0.03], [-0.19, 1.47, 0.97], [-0.37, 0.77, 2.44], [2.57, -0.10, -0.93], [0.97, -1.17, 1.62], [-1.12, 1.10, -1.58], [-2.52, 0.26, -0.84], [-1.70, -0.41, -2.25]],
  "lowdin_charge": [-0.059, -0.069, -0.303, 0.069, -0.550, 0.172, -0.040, 0.125, 0.092, 0.087, 0.069, 0.139, 0.087, 0.082, 0.100],
  "total_energy_ha": -341.82058,
  "e_above_lowest_kcal_mol": 114.88,
  "lumo_energy_ev": [-0.89, -1.34],
  "total_charge": 0,
  "homo_lumo_gap_ev": [7.616, 6.855],
  "homo_energy_ha": [-0.312, -0.301]
}